<A>
23
Properties=species:S:1:pos:R:3:nbo_charge:R:1 method="wB97M-V/def2-TZVPD" lumo_energy_ha=0.035 homo_lumo_gap_ev=9.37 e_homo_ev=-8.43 smiles=CCN(C)CCCO
O 0.12265 2.78955 -2.71830 -0.72
N -0.12097 -1.03274 0.10274 -0.44
C 0.46650 2.60754 -1.32652 -0.05
C -0.23429 0.21313 -0.77423 -0.24
C -0.97931 -0.80423 1.28331 -0.23
C 0.93431 1.18117 -0.91387 -0.48
C -1.49979 -2.16294 1.87549 -0.62
C 1.26202 -1.32859 0.53876 -0.44
H -0.78729 -2.57271 2.55209 0.20
H -1.57469 -2.84440 1.05183 0.22
H 1.66043 -1.87410 -0.31782 0.20
H 1.90510 -0.44425 0.62454 0.18
H 1.61958 1.27148 -0.05232 0.22
H 1.23357 3.43254 -1.16976 0.19
H -1.89206 -0.21978 1.17143 0.20
H -0.35066 2.94796 -0.61165 0.15
H -1.16910 0.70044 -0.49688 0.21
H -0.36631 2.03516 -3.05743 0.47
H 1.63576 0.84976 -1.68043 0.22
H -2.49058 -2.01132 2.35074 0.21
H -0.25028 -0.40746 -1.80507 0.20
H -0.29295 -0.29660 1.98898 0.16
H 1.16837 -2.02958 1.38438 0.21

=====

<B>
23
Properties=species:S:1:pos:R:3:nbo_charge:R:1 method="wB97M-V/def2-TZVPD" lumo_energy_ha=0.032 homo_lumo_gap_ev=8.85 e_homo_ev=-7.98
O 0.32418 -0.94916 1.15108 -0.73
N -0.10427 1.66264 2.35668 -0.84
C -0.35382 -0.43161 0.04703 0.33
C -0.03025 0.94972 -0.27504 -0.46
C -0.69410 1.95721 1.08516 -0.20
C 0.44478 -1.25208 -1.48005 -0.44
C 1.92501 -0.98746 -1.60663 -0.64
C -1.81220 -0.82822 0.13563 -0.65
H -0.70740 1.06848 2.92057 0.36
H 2.40810 -0.47855 -0.75519 0.18
H -1.91081 -1.91024 0.00349 0.22
H -2.41228 -0.32400 -0.62386 0.22
H 1.03172 1.19071 -0.21512 0.20
H 2.19364 -0.36665 -2.47019 0.22
H -0.09081 -0.98245 -2.39310 0.20
H 2.44169 -1.94878 -1.70396 0.22
H -0.44765 2.97426 0.77613 0.17
H -0.50627 1.32498 -1.17770 0.22
H 0.76345 1.13661 2.23734 0.35
H 0.26806 -2.31671 -1.30548 0.19
H 1.27097 -0.76412 1.04692 0.47
H -1.78077 1.87695 1.12222 0.18
H -2.22096 -0.60154 1.12407 0.22

=====

Most stable pick: <B>. Distance to second place: 5.5 kcal/mol.

=====

<A>
12
Properties=species:S:1:pos:R:3:nbo_charge:R:1 method="wB97M-V/def2-TZVPD" lumo_energy_ha=0.047 homo_lumo_gap_ev=10.72 e_homo_ev=-9.43 smiles="C=CCC"
C 0.40020 -0.75888 0.36350 -0.16
C -1.19155 1.24896 0.08293 -0.61
C 1.48632 -1.49785 0.17463 -0.41
C -0.11857 0.34955 -0.49669 -0.48
H 1.61301 -2.36492 0.81843 0.19
H -1.72271 1.78433 -0.70415 0.22
H -2.04300 0.73939 0.52323 0.20
H -0.86711 1.85516 0.91749 0.21
H -0.17945 0.22269 -1.58271 0.23
H -0.23795 -1.04784 1.19367 0.19
H 2.10931 -1.55519 -0.71359 0.19
H 0.75149 1.02461 -0.57676 0.22

=====

<B>
12
Properties=species:S:1:pos:R:3:nbo_charge:R:1 method="wB97M-V/def2-TZVPD" lumo_energy_ha=0.047 homo_lumo_gap_ev=11.06 e_homo_ev=-9.76 smiles="C=CCC"
C -0.26952 0.10007 0.71444 -0.44
C -0.40167 -0.83391 -0.50018 -0.17
C 1.12942 0.71635 0.94838 -0.60
C -0.97466 -0.48807 -1.64048 -0.41
H 1.63231 1.07880 -0.01679 0.21
H 1.77799 -0.13120 1.37937 0.20
H 1.03260 1.47799 1.69807 0.21
H -0.64161 -0.41016 1.62340 0.21
H -1.02766 -1.13415 -2.55444 0.21
H -1.40344 0.54091 -1.69797 0.19
H -0.98129 0.92387 0.46532 0.19
H 0.12754 -1.84050 -0.41912 0.19

=====

<C>
12
Properties=species:S:1:pos:R:3:nbo_charge:R:1 method="wB97M-V/def2-TZVPD" lumo_energy_ha=0.040 homo_lumo_gap_ev=10.34 e_homo_ev=-9.24 smiles="C=C(C)C"
C -0.55644 1.11494 -0.46858 -0.63
C 0.49953 -1.11736 -0.70828 -0.64
C 0.08671 -0.03050 1.60285 -0.43
C 0.03894 -0.00653 0.25891 0.03
H 0.11462 1.41129 -1.37959 0.21
H -0.66024 1.93771 0.13497 0.21
H 0.80407 -1.94715 -0.12133 0.22
H -0.35670 -1.35721 -1.48754 0.21
H 1.32458 -0.75072 -1.34758 0.22
H 0.50780 -0.90844 2.20491 0.20
H -1.56763 0.76439 -0.82362 0.22
H -0.23525 0.88958 2.13488 0.20

=====

Most stable pick: <B>. Distance to second place: 1.3 kcal/mol.

=====

<A>
14
Properties=species:S:1:pos:R:3:nbo_charge:R:1 method="wB97M-V/def2-TZVPD" lumo_energy_ha=0.041 homo_lumo_gap_ev=10.62 e_homo_ev=-9.50 smiles=N[C@@H]1C[C@@H]1CF
F -2.43342 0.62717 0.28947 -0.37
N 0.91681 1.44816 -0.22595 -0.84
C -0.44552 -0.59143 0.46644 -0.27
C 0.85265 -1.03310 -0.22394 -0.43
C -1.57076 -0.16680 -0.43290 0.04
C 0.83126 0.22923 0.52714 -0.06
H 1.87794 1.72787 -0.34987 0.37
H 1.41606 -1.88979 0.13929 0.22
H -0.77213 -1.21008 1.34139 0.22
H 1.28475 0.22600 1.55296 0.18
H -1.13334 0.44194 -1.21618 0.18
H 0.91025 -0.93412 -1.30685 0.22
H -2.11664 -1.05612 -0.85580 0.16
H 0.38207 2.18106 0.29479 0.37

=====

<B>
14
Properties=species:S:1:pos:R:3:nbo_charge:R:1 method="wB97M-V/def2-TZVPD" lumo_energy_ha=0.040 homo_lumo_gap_ev=10.79 e_homo_ev=-9.69 smiles="C=C[C@H](N)CF"
F -2.35806 0.90212 0.67167 -0.35
N -0.48102 -1.08722 0.92277 -0.83
C 1.05373 0.29725 -0.45892 -0.19
C -1.36064 0.83323 -0.18727 0.06
C 1.57138 -0.78864 -0.96018 -0.40
C -0.10152 0.31304 0.47725 -0.13
H -1.61676 0.13554 -1.00270 0.17
H 1.06003 -1.73979 -0.95964 0.22
H 0.29517 0.96362 1.33728 0.18
H 0.34937 -1.42479 1.40331 0.36
H -1.18396 1.82180 -0.63057 0.15
H 1.51712 1.26009 -0.61567 0.20
H 2.48785 -0.64604 -1.51592 0.20
H -1.23271 -0.84021 1.51859 0.37

=====

Most stable pick: <A>. Distance to second place: 3.9 kcal/mol.